[1]
C3H11NOS2 | wB97M-V/def2-TZVPD

Each line ends with the natural charge from an NBO analysis.
Geometry (Å):
S 3.236 0.473 -0.935  -0.619
S 1.987 -0.726 -2.203  -0.262
O -1.402 -1.589 3.331  -0.952
N -1.203 -0.559 0.422  -0.846
C 0.036 1.475 -0.013  -0.620
C 0.259 -0.469 -1.605  -0.545
C 0.051 -0.047 -0.139  -0.090
H -1.600 -1.700 2.391  0.487
H 3.292 1.643 -1.608  0.086
H -0.189 0.237 -2.255  0.189
H -0.333 1.740 0.959  0.198
H 1.038 1.883 -0.100  0.245
H -1.266 -1.520 0.087  0.343
H -0.186 -1.460 -1.724  0.193
H -0.621 1.933 -0.707  0.176
H 0.932 -0.269 0.472  0.217
H -1.987 -0.090 -0.026  0.342
H -2.043 -0.955 3.653  0.459

Properties
- calculated total energy (hartree) = -1047.24503
- largest force on an atom (eV Å⁻¹) = 2.9
- total charge = -1
- highest occupied orbital energy (spin up / spin down) (eV) = 0.08 / -4.19
- 2S+1 = 2
- energy above the lowest of the compared OMol25 structures with the same formula, charge and spin (kcal per mole) = 15.9


[2]
C6H10O | wB97M-V/def2-TZVPD

Each line ends with the natural charge from an NBO analysis.
Geometry (Å):
O -1.061 0.470 -2.032  -0.711
C -0.651 -1.352 -0.421  -0.224
C -0.591 -1.221 0.905  -0.165
C 0.978 0.527 -0.679  -0.423
C 0.452 1.085 0.652  -0.401
C -0.073 -0.330 -1.388  0.057
C -0.031 -0.014 1.612  -0.449
H -0.375 1.783 0.453  0.186
H -0.970 -2.009 1.559  0.204
H -1.095 -2.243 -0.866  0.208
H 1.275 1.355 -1.335  0.217
H 1.235 1.685 1.128  0.216
H 1.871 -0.088 -0.509  0.209
H 0.389 -0.880 -2.216  0.184
H 0.779 -0.327 2.286  0.212
H -0.816 0.383 2.272  0.219
H -1.315 1.175 -1.423  0.460

Properties
- calculated total energy (hartree) = -309.83848
- largest force on an atom (eV Å⁻¹) = 0.4
- total charge = 0
- highest occupied orbital energy (eV) = -9.49
- 2S+1 = 1
- SMILES = O[C@@H]1C=CCCC1
- energy above the lowest of the compared OMol25 structures with the same formula, charge and spin (kcal per mole) = 2.4


[3]
C4H9NO | wB97M-V/def2-TZVPD

Each line ends with the natural charge from an NBO analysis.
Geometry (Å):
O 1.614 -1.227 0.546  -0.370
N 1.095 -2.200 -0.395  -0.374
C -1.791 -0.301 1.435  -0.507
C 0.825 0.339 -1.141  -0.517
C 0.627 -0.782 -0.240  0.441
C 0.286 1.603 -0.455  -0.594
H -1.680 -1.267 1.673  0.151
H -2.804 -0.178 1.097  0.167
H -0.867 1.680 -0.329  0.212
H 0.620 2.534 -0.858  0.215
H 0.591 1.586 0.570  0.202
H 0.473 -2.850 -0.011  0.335
H -1.019 0.436 1.486  0.179
H 0.227 0.059 -2.046  0.229
H 1.802 0.568 -1.334  0.229

Properties
- calculated total energy (hartree) = -287.53218
- largest force on an atom (eV Å⁻¹) = 4.3
- total charge = 0
- highest occupied orbital energy (spin up / spin down) (eV) = -8.84 / -8.47
- 2S+1 = 1
- energy above the lowest of the compared OMol25 structures with the same formula, charge and spin (kcal per mole) = 188.4


[4]
C10H27BBr5N3OP | wB97M-V/def2-TZVPD

Each line ends with the natural charge from an NBO analysis.
Geometry (Å):
Br 1.034 -1.891 2.023  0.053
Br 4.601 3.351 -2.423  -0.012
Br -1.720 2.953 1.710  -0.042
Br -4.481 0.593 2.485  -0.020
Br 6.461 4.064 0.656  -0.005
P -0.154 -1.021 -0.562  1.161
O 0.125 1.811 -0.690  -0.843
N 2.267 0.771 -0.233  -1.125
N 0.900 -1.621 -2.861  -0.861
N -2.801 -0.556 -0.604  -0.660
C -0.438 -1.388 -2.327  -0.522
C 4.860 4.920 -0.030  -0.453
C -3.874 -1.532 -0.788  -0.412
C -3.097 3.033 3.090  -0.436
C 1.306 -4.778 -0.634  -0.615
C -3.422 1.693 3.689  -0.447
C 0.271 -3.784 -0.080  -0.448
C 3.937 3.932 -0.695  -0.450
C 0.844 -2.373 0.134  -0.554
C -1.760 -0.964 0.320  -0.540
B 0.857 0.705 -0.457  0.877
H -1.676 -0.287 1.177  0.259
H -3.186 0.331 -0.298  0.386
H -1.167 -2.196 -2.447  0.227
H -0.898 -0.497 -2.757  0.263
H -4.033 1.828 4.579  0.246
H 0.856 -5.453 -1.363  0.230
H -1.923 -1.965 0.739  0.240
H 2.966 4.386 -0.883  0.228
H 1.017 -1.205 -3.779  0.396
H -2.532 1.123 3.939  0.231
H 1.855 -2.288 -0.265  0.266
H 1.100 -2.610 -2.964  0.379
H 4.367 5.372 0.828  0.229
H -4.464 -1.705 0.122  0.190
H 2.519 0.751 0.753  0.419
H 5.189 5.696 -0.714  0.234
H -3.963 3.496 2.627  0.241
H 3.807 3.033 -0.101  0.227
H 2.136 -4.266 -1.130  0.206
H -4.544 -1.197 -1.580  0.223
H -2.689 3.695 3.851  0.243
H 1.732 -5.396 0.157  0.236
H -0.120 -4.138 0.874  0.245
H -0.833 1.767 -0.556  0.511
H -3.446 -2.488 -1.101  0.189
H -0.592 -3.738 -0.753  0.207
H 2.805 0.034 -0.679  0.404

Properties
- calculated total energy (hartree) = -13872.86274
- largest force on an atom (eV Å⁻¹) = 0.6
- total charge = +1
- highest occupied orbital energy (eV) = -11.69
- 2S+1 = 1